C6H11N | wB97M-V/def2-TZVPD

```
18
Properties=species:S:1:pos:R:3:forces:R:3:mulliken_charge:R:1
C -0.4369 1.2868 -1.6818 -0.908 -0.382 -1.063 -1.159
C -0.6195 0.3770 -0.7111 1.528 -0.741 1.307 0.747
C 0.2903 0.2935 0.4840 -0.657 -0.704 -2.051 -0.372
C 1.5724 0.6086 0.3820 1.011 -0.734 1.462 -0.199
C 2.4889 0.7020 1.6020 -0.407 -0.884 -1.088 -1.111
N -1.6814 -0.4832 -0.6871 -2.130 0.378 -1.407 -0.266
C -2.0723 -1.7351 -0.0524 0.905 0.751 0.347 -0.887
H 0.5082 1.6322 -2.0694 0.125 0.609 0.905 0.234
H -1.2636 1.3980 -2.3805 0.142 -0.164 -0.260 0.279
H -0.2163 -0.1995 1.3099 0.385 0.854 0.666 0.399
H 2.1136 0.5681 -0.5594 -0.576 0.835 -0.261 0.329
H 2.5371 -0.3144 2.0041 0.038 0.221 0.519 0.280
H 2.1045 1.4203 2.3201 0.218 -0.069 0.143 0.305
H 3.4948 0.9291 1.2622 0.093 0.361 0.263 0.321
H -2.2905 -0.3249 -1.4818 0.239 0.119 0.142 0.183
H -1.2033 -2.1852 0.4308 -0.222 -0.155 0.107 0.346
H -2.8839 -1.5713 0.6567 0.085 -0.144 0.264 0.259
H -2.4421 -2.4021 -0.8283 0.130 -0.153 0.004 0.313
```
Forces are in eV/Å.

electronic energy	-7888.0999	eV
ΔE to the lowest compared entry with this formula, charge and spin	2.432	eV
SMILES string	C=C(/C=C/C)NC
E_HOMO	-7.276	eV
spin multiplicity	1
HOMO-LUMO gap	8.2	eV

---

H36O18 | wB97M-V/def2-TZVPD

```
54
Properties=species:S:1:pos:R:3:forces:R:3:mulliken_charge:R:1
O -4.4158 4.1813 1.1483 -0.081 -0.603 0.972 -0.604
H -4.6213 4.1274 2.0873 -0.545 1.671 0.595 0.311
H -4.1883 3.2578 1.2208 0.678 -1.110 -1.577 0.292
O -2.3865 -0.1411 2.3739 -1.405 -0.887 -1.330 -0.596
H -1.6992 0.4025 2.0190 0.979 1.252 0.434 0.369
H -2.2086 -0.3298 3.2769 0.490 0.113 0.872 0.175
O 3.7464 -1.7258 -3.4798 -0.547 4.579 -0.498 -0.677
H 3.3532 -1.4610 -4.3337 -0.009 -1.239 0.022 0.294
H 3.8589 -0.7074 -3.2168 0.157 -3.332 0.016 0.340
O -2.0348 -3.6430 -2.4786 1.130 4.298 0.125 -0.712
H -1.5227 -2.6570 -2.5086 -2.091 -4.428 -0.200 0.332
H -2.4742 -3.7471 -3.3432 0.065 0.720 0.477 0.344
O 1.8266 3.2480 2.5030 0.218 -0.477 -0.128 -0.619
H 1.6741 2.4159 2.0392 -0.193 0.064 -0.290 0.306
H 2.6270 3.0545 2.9854 0.559 0.089 0.335 0.274
O -0.6702 2.2847 2.5464 -1.406 0.571 -1.466 -0.638
H 0.0108 2.5091 3.1457 1.162 0.255 1.239 0.332
H -0.7254 3.1235 2.0247 -0.163 -1.146 0.271 0.311
O -1.3708 2.1854 -3.3258 -1.911 -0.317 -0.872 -0.617
H -2.3426 2.2348 -3.0935 1.639 -0.027 -0.401 0.307
H -1.3353 1.3735 -3.8919 0.135 1.059 0.942 0.273
O -0.3103 -5.1327 -3.7011 -1.467 -0.048 -0.461 -0.570
H -1.2596 -4.9447 -3.5203 1.234 0.277 -0.728 0.299
H -0.2497 -5.7165 -2.9601 1.213 -0.874 0.801 0.272
O -0.8201 0.0460 -2.0206 -0.649 -1.774 0.192 -0.592
H -1.3399 -0.7461 -2.3949 1.249 2.055 1.278 0.254
H -0.7094 -0.1647 -1.0355 -0.305 -0.324 -2.237 0.444
O 5.4941 -1.5917 -1.6103 2.978 3.451 4.075 -0.635
H 4.8522 -2.0675 -2.0170 -3.182 -2.239 -1.718 0.378
H 5.1223 -1.1545 -0.7809 0.602 -1.212 -1.894 0.300
O -2.6895 -4.0565 1.5425 1.579 0.029 0.678 -0.619
H -2.4145 -3.2415 1.9818 -0.034 -0.182 0.089 0.281
H -3.4861 -3.8216 1.1163 -1.505 0.276 -0.799 0.319
O 0.5195 5.5582 3.0397 0.730 -1.137 1.728 -0.624
H 0.8550 5.1984 2.2096 0.117 -0.040 0.230 0.316
H 0.9442 4.9566 3.7458 -1.037 1.487 -1.921 0.313
O 2.2588 3.6910 -4.5578 -0.110 -2.597 -2.427 -0.642
H 1.8043 2.8695 -5.0203 0.995 2.904 2.056 0.321
H 1.7644 4.0425 -3.8298 -0.916 -0.321 0.394 0.323
O -1.0727 -1.3481 0.0329 -1.149 0.978 2.100 -0.651
H -1.6830 -0.8511 0.6763 1.035 -1.548 -1.104 0.386
H -1.3600 -2.2616 0.0397 -0.190 -0.353 0.113 0.234
O -2.4651 -1.2650 5.8436 -0.139 -3.596 1.334 -0.564
H -2.1188 -1.4385 4.9987 1.001 -2.137 -1.701 0.311
H -2.4978 -0.3966 5.6592 -0.839 5.685 0.499 0.310
O 1.4402 -5.1569 -0.7950 0.790 6.613 -1.583 -0.575
H 0.6274 -4.6477 -0.6207 0.635 -0.098 -0.217 0.290
H 1.2206 -5.9636 -0.5651 -1.452 -6.565 1.848 0.282
O -0.5374 2.7289 -0.4445 -3.997 1.748 -2.562 -0.629
H -0.5728 2.0071 -1.1482 0.009 1.353 0.871 0.338
H -1.3948 3.3920 -0.8031 3.962 -2.985 1.569 0.328
O 3.8936 0.2921 3.3451 -5.808 4.268 5.779 -0.533
H 3.6491 -0.5107 3.1579 -1.345 -6.750 -2.028 0.270
H 4.5919 0.6295 3.0029 7.136 2.553 -3.791 0.268
```
Forces are in eV/Å.

electronic energy	-37433.9705	eV
ΔE to the lowest compared entry with this formula, charge and spin	8.541	eV
E_HOMO	-11.013	eV
spin multiplicity	1
HOMO-LUMO gap	10.4	eV

---

C6H10O | wB97M-V/def2-TZVPD

```
17
Properties=species:S:1:pos:R:3:forces:R:3:mulliken_charge:R:1
C 1.6499 1.3589 -0.6320 0.096 0.115 -0.099 -1.593
C 0.7958 0.1272 -0.4628 0.242 0.112 -0.047 0.692
C -0.6799 0.2181 -0.9480 -0.013 -0.223 0.051 -0.976
C -1.0465 -0.2714 0.4479 -0.030 0.072 -0.289 0.950
C -1.6687 -1.5329 0.7501 -0.102 -0.484 0.019 -0.608
O -2.3677 -0.3008 0.9726 0.381 -0.020 0.064 -0.530
C 0.3551 -0.1006 1.0116 0.206 -0.188 0.205 -1.016
H 1.1435 2.2246 -0.1876 0.105 -0.082 -0.123 0.374
H 2.6041 1.2232 -0.1112 -0.071 0.098 -0.127 0.369
H 1.8449 1.5676 -1.6859 0.056 0.073 0.037 0.376
H 1.2756 -0.7564 -0.8964 0.069 0.133 0.210 0.305
H -0.9628 1.2398 -1.2491 -0.076 -0.289 0.516 0.277
H -1.0018 -0.4614 -1.7464 0.205 0.129 0.051 0.242
H -1.8694 -2.1796 -0.0952 -0.878 -0.078 0.099 0.261
H -1.3632 -2.0033 1.6919 -0.125 -0.105 -0.472 0.273
H 0.7354 -1.0517 1.4178 -0.140 0.494 0.135 0.286
H 0.5559 0.6987 1.7227 0.076 0.244 -0.230 0.316
```
Forces are in eV/Å.

electronic energy	-8429.3180	eV
ΔE to the lowest compared entry with this formula, charge and spin	1.922	eV
SMILES string	C[C@H]1C[C@]2(CO2)C1
E_HOMO	-10.034	eV
spin multiplicity	1
HOMO-LUMO gap	11.1	eV

---

C22H24O3 | wB97M-V/def2-TZVPD

```
49
Properties=species:S:1:pos:R:3:forces:R:3:mulliken_charge:R:1
C 3.6269 -2.5997 0.5380 -0.146 -0.407 -0.526 -0.660
O 3.3562 -1.6458 1.5905 0.382 0.044 -0.860 -0.386
C 3.6376 -0.2872 1.1743 0.247 0.499 -0.317 -0.648
C 2.6787 0.2149 -0.0455 0.556 -0.290 0.641 -0.048
C 2.5559 1.8217 -0.0767 -0.723 -0.868 -0.644 -0.768
C 1.6401 2.3573 -1.3115 0.849 -0.293 0.129 -0.730
C 1.0669 3.8484 -1.0355 0.383 0.390 -0.784 -0.725
C -0.5164 3.9904 -1.2987 0.094 -0.068 -0.337 -0.631
C -1.3990 3.9839 0.0812 0.426 -1.190 -0.896 -0.830
C -2.1046 2.5390 0.1298 -0.887 -2.203 1.018 0.333
C -3.4650 2.2507 -0.5834 1.675 -2.609 1.684 -0.382
C -4.1152 0.8313 -0.5666 3.777 0.439 2.193 -0.684
C -3.3398 -0.2744 0.2094 1.316 1.779 0.060 0.412
C -1.9817 0.0182 0.9574 -0.967 1.969 -1.402 0.244
C -1.3419 1.4251 0.9389 -3.884 -1.186 -1.957 -0.479
C -1.2367 -1.1929 1.7271 0.563 -0.253 1.520 0.214
O -0.7170 -1.0716 2.8672 -1.680 -0.215 -4.355 -0.525
C -1.2618 -2.5934 0.9227 -0.441 -1.618 -1.458 0.288
C -0.0332 -3.5522 0.8495 -2.831 -0.682 -1.553 -0.368
C -0.1131 -4.8889 0.0220 -3.718 3.333 0.469 -0.589
C -1.4715 -5.1739 -0.6922 0.569 2.520 1.617 -0.327
C -2.7004 -4.1957 -0.6400 2.490 1.090 1.974 -0.622
C -2.6263 -2.8894 0.1841 3.057 -2.074 -0.217 0.319
C -3.8267 -1.8124 0.3005 -1.727 -0.222 0.231 0.132
O -5.0337 -2.1426 0.4675 4.600 1.158 -0.944 -0.524
H 4.5287 -2.2492 -0.0730 -1.280 -0.458 0.553 0.345
H 2.6767 -2.7241 -0.1152 1.692 0.248 0.731 0.233
H 3.8998 -3.6468 0.9408 -0.543 1.817 -0.162 0.236
H 3.5320 0.3857 2.1037 -0.108 -1.150 -1.414 0.320
H 4.7520 -0.2538 0.8769 -1.556 0.154 0.207 0.327
H 1.6696 -0.3175 0.1249 1.353 1.026 -0.347 0.033
H 3.1338 -0.1848 -1.0264 -0.828 0.704 1.372 0.257
H 3.6133 2.2328 -0.2084 -1.482 -0.288 0.481 0.353
H 2.0654 2.1732 0.8960 0.950 -0.430 -1.196 0.364
H 0.8038 1.6053 -1.5864 1.194 1.252 0.780 0.375
H 2.3488 2.3518 -2.2284 -1.287 0.191 1.347 0.411
H 1.3508 4.2483 0.0144 -0.502 -0.883 -1.595 0.436
H 1.6189 4.5529 -1.7721 -0.947 -1.072 1.205 0.334
H -0.8212 3.0836 -1.9511 0.330 1.547 1.071 0.390
H -0.7288 4.9268 -1.9384 0.303 -1.350 1.186 0.320
H -0.6401 4.0877 0.9340 -1.352 -0.268 -1.030 0.378
H -2.1290 4.8575 0.1416 0.840 -1.357 -0.198 0.372
H -3.9837 3.1072 -1.1266 0.828 -1.357 0.834 0.327
H -5.0993 0.5671 -1.0910 1.722 0.580 0.938 0.344
H -0.3586 1.6111 1.4969 -1.720 -0.207 -0.988 0.312
H 0.9431 -3.2586 1.3851 -1.854 -0.450 -0.860 0.549
H 0.7999 -5.5727 -0.0295 -1.670 1.036 -0.007 0.338
H -1.5688 -6.1438 -1.2802 0.064 1.573 0.842 0.310
H -3.6853 -4.4003 -1.1974 1.868 0.100 0.966 0.322
```
Forces are in eV/Å.

electronic energy	-29334.9599	eV
ΔE to the lowest compared entry with this formula, charge and spin	11.096	eV
SMILES string	COCCCCCCCc1ccc2c(c1)C(=O)c1ccccc1C2=O
E_HOMO	-8.845	eV
spin multiplicity	1
HOMO-LUMO gap	7.9	eV

---

C6H17NO | wB97M-V/def2-TZVPD

```
25
Properties=species:S:1:pos:R:3:forces:R:3:mulliken_charge:R:1
C 1.3919 -2.3561 1.1129 2.721 -0.515 -2.014 -1.700
C 0.8713 -0.9525 1.1019 1.148 0.491 0.633 0.644
C 1.2048 -0.2933 2.4761 -1.418 1.741 -2.445 -1.405
C -0.6139 -1.0452 0.9186 -1.334 -0.733 -0.027 -1.003
C -1.2061 -0.1847 -0.1959 0.523 1.284 -0.302 0.390
C -0.8698 -0.7788 -1.6702 -2.860 -0.586 3.885 -1.445
N -0.6271 1.2537 -0.2484 1.724 0.490 2.693 -0.581
H 1.2589 -2.8510 0.1296 -0.733 0.036 0.498 0.360
H 0.8809 -2.8876 1.9068 0.433 -0.478 0.130 0.401
H 2.5431 -2.3982 1.0931 -1.509 0.078 1.078 0.377
H 1.3338 -0.3116 0.2621 -0.538 -1.045 1.263 0.337
H 0.8908 -0.8111 3.3498 -1.731 -0.473 0.487 0.373
H 0.6918 0.7387 2.2664 1.512 -1.423 1.689 0.208
H 2.2332 -0.3689 2.7193 1.541 1.116 -0.577 0.435
H -1.2331 -0.8706 1.8269 0.869 0.352 -0.129 0.402
H -0.8552 -2.1221 0.7475 -0.083 0.716 -0.430 0.375
H -2.2494 -0.0956 0.2467 0.613 -0.015 -2.066 0.271
H 0.0908 -1.1667 -1.6481 1.883 -0.878 0.121 0.323
H -0.9328 -0.0842 -2.4114 -0.235 2.275 -1.792 0.483
H -1.5982 -1.5437 -1.8996 -0.010 -0.542 -0.055 0.325
H -1.2627 1.9426 0.1551 -0.667 -0.378 -0.516 0.286
H 0.1781 1.4831 0.5006 -1.832 -1.449 -2.275 0.177
O -0.3124 3.6970 -3.0219 -3.687 -2.628 1.334 -0.657
H -0.3072 2.7729 -2.6252 -0.076 1.703 -0.545 0.336
H 0.5567 3.8864 -3.1662 3.746 0.862 -0.640 0.285
```
Forces are in eV/Å.

electronic energy	-10033.2828	eV
ΔE to the lowest compared entry with this formula, charge and spin	2.300	eV
SMILES string	CC(C)C[C@H](C)N.O
E_HOMO	-9.681	eV
spin multiplicity	1
HOMO-LUMO gap	10.6	eV

---

Question: electronic energy of number 5 (C6H17NO)?
Answer: -10033.2828 eV